ORCA calculation (ωB97M-V with the def2-TZVPD basis set) on a molecular structure, C40H45AsGeN4NiS.

Each line ends with the Mulliken spin population.
Positions of all 93 atoms, in Å:
1 Ni 1.05555 1.50811 0.02540  1.00
2 S 2.80907 2.00333 -1.35194  0.02
3 C 2.24658 3.61713 -0.97693  0.00
4 C 2.76651 4.78375 -1.53790  0.01
5 C 2.22883 5.99788 -1.16338  0.00
6 C 1.17297 6.03025 -0.25231  0.00
7 C 0.71022 4.83158 0.24208  0.00
8 N 1.23534 3.65034 -0.09897  0.01
9 H 3.57991 4.71631 -2.24600  0.00
10 H 2.62244 6.91598 -1.57890  0.00
11 H 0.72006 6.95866 0.06186  0.00
12 H -0.12918 4.81225 0.93011  0.00
13 C -4.48157 0.51944 1.79676  0.00
14 N -3.03555 0.18232 1.74306  0.00
15 C -2.65382 -0.58442 2.95089  0.00
16 C -2.15342 1.40705 1.52124  0.00
17 C -1.99470 1.67996 0.05281  0.01
18 C -3.07324 2.24564 -0.63897  0.01
19 C -3.04160 2.38410 -2.01534  -0.01
20 C -1.91505 1.95566 -2.70653  0.00
21 C -0.82031 1.46549 -2.00869  -0.03
22 C -0.80877 1.33443 -0.61273  0.03
23 H -5.04799 -0.40289 1.90413  0.00
24 H -4.77155 1.01417 0.87613  0.00
25 H -4.65631 1.16776 2.65258  0.00
26 H -2.92372 -0.40863 0.89739  0.00
27 H -2.83648 0.03627 3.82642  0.00
28 H -1.60431 -0.85162 2.89939  0.00
29 H -3.25838 -1.48715 3.00483  0.00
30 H -1.19384 1.16266 1.96381  -0.01
31 H -2.61793 2.22547 2.07408  0.00
32 H -3.93200 2.61891 -0.09088  0.00
33 H -3.87364 2.83673 -2.53824  0.00
34 H -1.87024 2.04221 -3.78517  0.00
35 H 0.07239 1.20777 -2.56976  -0.01
36 C -5.00984 -3.45522 -0.76154  0.00
37 As -4.10674 -1.73598 -0.94209  0.00
38 C -5.68583 -0.65792 -1.36455  0.00
39 C -3.42834 -1.93905 -2.75641  0.00
40 H -5.57308 -3.48524 0.17038  0.00
41 H -4.27422 -4.25826 -0.74565  0.00
42 H -5.69149 -3.60821 -1.59744  0.00
43 H -6.19373 -1.06046 -2.24060  0.00
44 H -5.39037 0.37097 -1.56691  0.00
45 H -6.37962 -0.67256 -0.52328  0.00
46 H -4.22667 -2.28016 -3.41495  0.00
47 H -2.61809 -2.66614 -2.77274  0.00
48 H -3.04508 -0.98051 -3.10600  0.00
49 N 0.89918 4.98990 5.26720  0.00
50 C 1.05362 3.94800 4.81162  0.00
51 C 1.22648 2.64872 4.21454  0.01
52 C 1.55180 1.53019 4.97411  0.00
53 C 1.68128 0.31953 4.32169  0.00
54 C 1.48088 0.26525 2.95168  0.00
55 N 1.16818 1.33757 2.21412  0.02
56 C 1.05317 2.50853 2.84468  0.00
57 H 1.70102 1.61796 6.04164  0.00
58 H 1.94622 -0.58045 4.85771  0.00
59 H 1.59811 -0.67175 2.42685  0.00
60 H 0.81954 3.36810 2.23627  0.00
61 C -0.12294 -1.72148 0.41494  -0.05
62 Ge 1.35657 -0.75595 -0.45315  0.02
63 C 1.40535 -1.10358 -2.35479  0.00
64 C 0.26842 -1.51847 -3.04384  0.00
65 C 0.32348 -1.78945 -4.40423  0.00
66 C 1.52366 -1.65112 -5.08751  -0.01
67 C 2.66643 -1.24805 -4.40907  0.01
68 C 2.60758 -0.97620 -3.05024  -0.01
69 C 3.06133 -1.29028 0.35474  -0.05
70 C 3.88977 -0.36246 0.93643  0.02
71 C 5.07901 -0.74850 1.59764  -0.01
72 C 5.41576 -2.06506 1.67729  0.00
73 C 4.60705 -3.05892 1.07275  0.00
74 C 4.96734 -4.42809 1.12478  0.00
75 C 4.20867 -5.37548 0.50453  0.00
76 C 3.05317 -4.99433 -0.21140  0.00
77 C 2.67423 -3.68406 -0.26742  -0.01
78 C 3.42766 -2.67345 0.38623  0.03
79 H 0.06726 -2.77881 0.59558  0.00
80 H -1.00975 -1.60242 -0.20710  -0.01
81 H -0.31272 -1.22819 1.36508  0.00
82 H -0.67278 -1.62496 -2.51764  -0.01
83 H -0.56689 -2.10915 -4.93154  0.00
84 H 1.57067 -1.86238 -6.14769  0.00
85 H 3.60449 -1.14775 -4.93911  0.00
86 H 3.50817 -0.67236 -2.52787  0.00
87 H 3.63920 0.68856 0.88267  0.01
88 H 5.71713 0.00757 2.03687  0.00
89 H 6.31945 -2.37271 2.18985  0.00
90 H 5.86748 -4.70770 1.65880  0.00
91 H 4.49672 -6.41732 0.54519  0.00
92 H 2.47246 -5.74618 -0.72939  0.00
93 H 1.80399 -3.41091 -0.85199  0.00

## Properties
2S+1: 2
Energy above the lowest of the compared OMol25 structures with the same formula, charge and spin (kJ/mol): 37.0
Expectation value of S²: 0.829
Net charge: +1
Frontier orbital gap (spin up / spin down) (Ha): 0.2675 / 0.2695
Highest occupied orbital energy (spin up / spin down) (eV): -10.058 / -10.122